DFT (ωB97M-V with the def2-TZVPD basis set) results for C19H21AuNO8S2 as an isolated structure.

## Properties
net charge: -1
relative energy (zero: lowest compared OMol25 entry of this formula, charge and spin): 0.0 kJ/mol
E_tot: -2325.4548 a.u.
orbital gap: 5.97 eV
maximum force: 0.0183 hartree/bohr
multiplicity: 1

CARTESIAN COORDINATES (ANGSTROEM)
1 Au -0.293 1.450 -1.203
2 O 1.103 2.788 2.978
3 C 0.712 2.290 1.779
4 O -0.342 1.758 1.610
5 C 1.815 2.431 0.757
6 C 2.997 3.052 1.086
7 C 4.019 3.096 0.143
8 C 3.836 2.478 -1.066
9 C 2.614 1.869 -1.357
10 N 1.628 1.873 -0.456
11 C 2.447 1.131 -2.718
12 O 3.494 1.058 -3.364
13 O 1.303 0.696 -2.939
14 H 0.348 2.637 3.568
15 H 3.112 3.480 2.068
16 H 4.951 3.595 0.377
17 H 4.594 2.425 -1.834
18 O -2.153 1.603 -1.980
19 S -2.616 3.008 -1.504
20 O -3.229 2.939 -0.212
21 O -3.315 3.692 -2.546
22 S -0.667 3.695 -1.358
23 C -3.523 -0.843 -1.290
24 C -2.983 -0.523 0.104
25 C -4.133 -0.325 1.087
26 C -1.990 -1.583 0.531
27 C -2.430 -2.700 1.235
28 C -1.574 -3.722 1.605
29 C -0.235 -3.605 1.263
30 C 0.257 -2.509 0.568
31 C 1.740 -2.485 0.245
32 C 2.470 -1.346 0.955
33 C 2.032 -2.484 -1.258
34 C -0.633 -1.478 0.179
35 O -0.093 -0.461 -0.506
36 H -4.177 -0.052 -1.656
37 H -4.091 -1.779 -1.261
38 H -2.709 -0.964 -2.006
39 H -2.448 0.422 0.059
40 H -4.841 -1.158 1.056
41 H -4.681 0.585 0.838
42 H -3.769 -0.227 2.112
43 H -3.479 -2.767 1.494
44 H -1.938 -4.584 2.147
45 H 0.464 -4.387 1.546
46 H 2.143 -3.420 0.653
47 H 2.090 -0.399 0.588
48 H 3.546 -1.395 0.763
49 H 2.310 -1.387 2.035
50 H 1.666 -1.573 -1.728
51 H 1.544 -3.330 -1.746
52 H 3.107 -2.563 -1.439

=====

DFT (ωB97M-V with the def2-TZVPD basis set) results for a 3-piece molecular cluster, CH3IO3 overall at a distorted geometry.

## Properties
relative energy (zero: lowest compared OMol25 entry of this formula, charge and spin): 418.4 kJ/mol
E_tot: -563.1795 a.u.
orbital gap: 10.67 eV
maximum force: 0.0807 hartree/bohr
multiplicity: 1

CARTESIAN COORDINATES (ANGSTROEM)
1 C 1.462 1.061 -1.563
2 O -0.420 -0.164 -0.457
3 O 1.463 0.812 -2.670
4 O -0.024 -1.350 0.187
5 I -1.085 1.111 2.792
6 H -0.603 -1.966 -0.146
7 H -0.875 -0.070 1.901
8 H 0.081 0.566 -0.044

=====

DFT (ωB97M-V with the def2-TZVPD basis set) results for C28H20Br2HfIN5O3 as an isolated structure at a distorted geometry.

## Properties
net charge: +2
E_tot: -7071.8706 a.u.
orbital gap: 7.15 eV
maximum force: 0.0404 hartree/bohr
multiplicity: 1

CARTESIAN COORDINATES (ANGSTROEM)
1 Hf -0.123 0.056 0.212
2 O 3.155 -1.087 2.372
3 C 2.167 -0.507 2.008
4 N 1.856 -0.096 0.732
5 C 2.821 -0.060 -0.239
6 O 4.001 -0.247 -0.108
7 C 2.236 0.267 -1.605
8 C 3.109 0.488 -2.664
9 C 2.586 0.743 -3.922
10 C 1.206 0.790 -4.072
11 C 0.406 0.557 -2.967
12 N 0.900 0.278 -1.757
13 C 1.045 -0.163 2.968
14 C 1.287 -0.153 4.337
15 C 0.232 0.130 5.193
16 C -1.016 0.418 4.654
17 C -1.159 0.422 3.277
18 N -0.159 0.123 2.442
19 H 4.171 0.450 -2.472
20 H 3.237 0.899 -4.767
21 H 0.756 1.000 -5.029
22 H -0.675 0.583 -3.052
23 H 2.284 -0.365 4.697
24 H 0.383 0.114 6.261
25 H -1.855 0.636 5.297
26 H -2.115 0.651 2.819
27 O 1.128 -6.404 -0.237
28 C 0.938 -5.109 -0.255
29 C 1.718 -4.184 -0.966
30 C 1.395 -2.849 -0.926
31 N 0.371 -2.337 -0.220
32 C -0.340 -3.234 0.474
33 Br -1.751 -2.467 1.503
34 C -0.138 -4.588 0.489
35 H 1.880 -6.717 -0.764
36 H 2.571 -4.513 -1.538
37 H 1.999 -2.151 -1.491
38 H -0.769 -5.256 1.050
39 Br -0.199 6.924 0.177
40 C -0.258 5.024 0.170
41 C -1.249 4.363 -0.544
42 C -1.275 2.977 -0.562
43 C -0.356 2.204 0.165
44 C 0.639 2.912 0.862
45 C 0.700 4.296 0.864
46 H -1.992 4.932 -1.083
47 H -2.046 2.509 -1.170
48 H 1.408 2.379 1.419
49 H 1.483 4.810 1.399
50 I -3.979 -2.646 -3.895
51 C -3.696 -1.242 -2.352
52 C -4.725 -0.414 -1.907
53 C -4.456 0.461 -0.866
54 C -3.194 0.470 -0.294
55 N -2.188 -0.298 -0.740
56 C -2.445 -1.135 -1.752
57 H -5.708 -0.464 -2.354
58 H -5.216 1.131 -0.500
59 H -2.970 1.114 0.549
60 H -1.628 -1.761 -2.098